[1]
{
  "formula": "C21H22ClNO4S",
  "method": "the ωB97M-V functional and the def2-TZVPD basis",
  "elements": ["C", "C", "C", "O", "C", "C", "C", "C", "C", "C", "C", "C", "C", "C", "N", "S", "O", "O", "C", "C", "C", "C", "Cl", "C", "C", "C", "C", "O", "H", "H", "H", "H", "H", "H", "H", "H", "H", "H", "H", "H", "H", "H", "H", "H", "H", "H", "H", "H", "H", "H"],
  "coordinates": [[1.431, 3.714, -0.572], [0.352, 2.609, -0.608], [0.438, 1.794, -1.873], [1.186, 0.841, -1.997], [-0.720, 2.125, -2.844], [-1.847, 2.663, -1.937], [-2.927, 1.605, -1.538], [-2.387, 0.379, -0.815], [-2.574, 0.245, 0.565], [-2.096, -0.898, 1.216], [-1.401, -1.873, 0.521], [-1.230, -1.778, -0.855], [-0.469, -2.845, -1.603], [0.954, -3.166, -1.058], [1.766, -1.935, -0.944], [2.974, -1.959, 0.274], [3.459, -3.329, 0.495], [4.022, -1.039, -0.072], [2.124, -1.418, 1.804], [2.068, -0.068, 2.126], [1.400, 0.321, 3.280], [0.694, -0.611, 4.025], [-0.258, 0.008, 5.377], [0.837, -1.962, 3.762], [1.587, -2.395, 2.635], [-1.716, -0.654, -1.499], [-1.067, 3.155, -0.714], [-1.485, 3.860, 0.214], [1.214, 4.520, 0.129], [2.393, 3.248, -0.280], [1.559, 4.177, -1.586], [0.439, 1.945, 0.287], [-0.998, 1.243, -3.424], [-0.358, 2.898, -3.575], [-2.313, 3.516, -2.397], [-3.479, 1.298, -2.447], [-3.618, 2.129, -0.864], [-3.063, 0.997, 1.168], [-2.256, -1.061, 2.281], [-0.983, -2.730, 0.997], [-0.364, -2.522, -2.660], [-1.028, -3.767, -1.594], [0.813, -3.543, -0.074], [1.455, -3.905, -1.712], [1.172, -1.130, -0.813], [2.553, 0.693, 1.556], [1.383, 1.361, 3.574], [0.271, -2.720, 4.302], [1.735, -3.468, 2.351], [-1.641, -0.569, -2.589]],
  "lumo_ev": 0.1,
  "homo_ev": -9.542,
  "smiles": "C[C@@H]1C(=O)C[C@@H](Cc2cccc(CCNS(=O)(=O)c3ccc(Cl)cc3)c2)C1=O",
  "homo_lumo_gap_ev": 9.663
}

---

[2]
{
  "formula": "C16H30N3OPPdSi",
  "method": "the ωB97M-V functional and the def2-TZVPD basis",
  "elements": ["Pd", "Si", "P", "N", "H", "C", "H", "H", "H", "C", "H", "H", "H", "C", "H", "H", "H", "C", "H", "H", "H", "H", "H", "C", "C", "C", "C", "C", "C", "H", "H", "H", "H", "H", "C", "O", "C", "H", "H", "H", "C", "H", "H", "H", "N", "C", "C", "C", "N", "H", "H", "H", "H"],
  "coordinates": [[-0.349, 0.362, -0.335], [2.425, -0.323, -0.722], [-0.634, 0.289, -2.604], [0.991, -1.182, -0.336], [-0.050, 1.738, 0.819], [-2.425, 0.265, -2.876], [-2.628, 0.162, -3.945], [-2.812, 1.200, -2.465], [-2.834, -0.579, -2.315], [-0.111, 1.825, -3.429], [-0.486, 1.812, -4.459], [0.980, 1.899, -3.428], [-0.542, 2.661, -2.869], [0.058, -1.071, -3.613], [-0.254, -0.943, -4.663], [-0.307, -2.039, -3.242], [1.156, -1.073, -3.551], [2.945, 1.404, -0.304], [2.774, 1.693, 0.745], [2.505, 2.115, -1.023], [4.041, 1.327, -0.489], [3.527, -1.087, -0.092], [2.539, -0.340, -2.208], [0.714, -2.513, -0.530], [-0.915, -4.330, -0.444], [-0.595, -2.992, -0.233], [1.681, -3.412, -1.052], [1.341, -4.746, -1.300], [0.055, -5.190, -0.973], [-1.912, -4.715, -0.200], [-1.331, -2.277, 0.169], [2.673, -3.009, -1.247], [2.076, -5.417, -1.748], [-0.187, -6.224, -1.187], [-0.860, 2.634, 0.583], [-1.541, 2.169, -0.494], [-1.728, 2.750, 1.851], [-1.783, 3.792, 2.184], [-1.270, 2.154, 2.649], [-2.737, 2.380, 1.692], [-0.061, 3.913, 0.316], [-0.611, 4.619, -0.316], [0.881, 3.663, -0.184], [0.170, 4.416, 1.267], [0.521, -1.018, 2.642], [1.284, -1.067, 3.763], [1.814, 0.210, 3.916], [1.326, 0.964, 2.838], [0.531, 0.199, 2.060], [0.011, -1.784, 2.213], [1.352, -1.962, 4.363], [2.449, 0.563, 4.707], [1.535, 2.002, 2.617]],
  "lumo_ev": [0.7, -2.1],
  "homo_ev": [-3.234, -7.814],
  "spin_multiplicity": 5,
  "homo_lumo_gap_ev": [3.903, 5.685]
}

---

[3]
{
  "formula": "C31H26AsF9O3TeW",
  "method": "the ωB97M-V functional and the def2-TZVPD basis",
  "elements": ["W", "F", "C", "F", "F", "C", "O", "C", "F", "F", "F", "C", "F", "F", "F", "O", "C", "C", "C", "C", "C", "C", "Te", "C", "C", "C", "H", "H", "H", "H", "H", "H", "H", "H", "H", "H", "H", "O", "As", "C", "C", "C", "C", "C", "C", "C", "C", "C", "C", "C", "C", "C", "C", "C", "C", "C", "C", "H", "H", "H", "H", "H", "H", "H", "H", "H", "H", "H", "H", "H", "H", "H"],
  "coordinates": [[1.650, -1.833, 0.069], [1.812, -0.619, -4.551], [1.909, -1.933, -4.296], [2.580, -2.493, -5.310], [0.675, -2.430, -4.292], [2.602, -2.167, -2.914], [1.684, -1.915, -1.954], [3.834, -1.210, -2.801], [3.434, 0.032, -2.499], [4.657, -1.603, -1.822], [4.547, -1.149, -3.930], [3.088, -3.645, -2.831], [2.124, -4.473, -3.243], [3.386, -3.970, -1.571], [4.177, -3.866, -3.578], [2.443, -2.695, 1.300], [-4.686, -1.643, 4.761], [-3.732, -1.925, 3.631], [-2.477, -2.464, 3.865], [-1.590, -2.759, 2.828], [-0.278, -3.408, 3.165], [-1.964, -2.465, 1.510], [-0.735, -3.036, -0.138], [-3.226, -1.908, 1.255], [-3.687, -1.558, -0.136], [-4.090, -1.660, 2.316], [-4.241, -1.891, 5.724], [-5.603, -2.225, 4.654], [-4.973, -0.589, 4.784], [-2.180, -2.693, 4.883], [-0.224, -3.636, 4.230], [0.571, -2.779, 2.899], [-0.149, -4.335, 2.602], [-2.973, -0.898, -0.632], [-4.658, -1.062, -0.102], [-3.780, -2.448, -0.762], [-5.070, -1.240, 2.105], [1.921, 0.145, 0.171], [0.957, 1.522, -0.074], [0.408, 1.618, -1.893], [-0.494, 0.670, -2.368], [-0.877, 0.711, -3.699], [-0.364, 1.691, -4.539], [0.539, 2.630, -4.061], [0.933, 2.596, -2.731], [2.097, 2.989, 0.332], [3.473, 2.839, 0.214], [4.292, 3.927, 0.481], [3.736, 5.140, 0.860], [2.359, 5.280, 0.979], [1.531, 4.200, 0.716], [-0.592, 1.482, 1.020], [-0.553, 0.827, 2.246], [-1.685, 0.826, 3.042], [-2.836, 1.474, 2.616], [-2.870, 2.124, 1.391], [-1.744, 2.127, 0.580], [-0.875, -0.110, -1.718], [-1.563, -0.033, -4.081], [-0.662, 1.715, -5.579], [0.942, 3.384, -4.723], [1.643, 3.321, -2.353], [3.890, 1.883, -0.075], [5.365, 3.823, 0.396], [4.381, 5.984, 1.070], [1.932, 6.227, 1.281], [0.457, 4.299, 0.821], [0.340, 0.303, 2.564], [-1.679, 0.293, 3.981], [-3.720, 1.454, 3.240], [-3.773, 2.619, 1.058], [-1.769, 2.615, -0.387]],
  "lumo_ev": [0.0, 0.0],
  "homo_ev": [-6.512, -6.473],
  "homo_lumo_gap_ev": [6.476, 6.430]
}

---

[4]
{
  "formula": "C10H10N4S2Ti",
  "method": "the ωB97M-V functional and the def2-TZVPD basis",
  "elements": ["Ti", "N", "C", "C", "N", "H", "H", "H", "H", "H", "H", "H", "H", "S", "C", "C", "C", "C", "N", "C", "C", "C", "S", "C", "N", "H", "H"],
  "coordinates": [[1.023, -0.757, -0.573], [-0.895, -1.570, -0.352], [-0.593, -3.012, -0.486], [0.380, -3.225, -1.652], [1.633, -2.508, -1.349], [-1.416, -1.414, 0.522], [-1.530, -1.274, -1.111], [-1.502, -3.603, -0.649], [-0.124, -3.348, 0.452], [-0.045, -2.810, -2.578], [0.545, -4.301, -1.799], [2.243, -2.452, -2.178], [2.165, -3.013, -0.624], [1.557, 0.952, -1.933], [0.791, 1.565, -0.450], [-0.174, 2.569, -0.569], [-0.802, 3.097, 0.549], [-1.802, 4.091, 0.410], [-2.633, 4.870, 0.303], [-0.462, 2.620, 1.834], [0.492, 1.624, 1.972], [1.133, 1.083, 0.854], [2.368, -0.171, 1.122], [-1.099, 3.163, 2.978], [-1.622, 3.588, 3.902], [-0.407, 2.959, -1.551], [0.776, 1.277, 2.957]],
  "total_charge": 1,
  "lumo_ev": [-4.2, -3.9],
  "homo_ev": [-11.981, -12.509],
  "spin_multiplicity": 2,
  "homo_lumo_gap_ev": [7.815, 8.586]
}

---

One value per record, in order, for relative energy (zero: lowest compared OMol25 entry of this formula, charge and spin): 0.0000, 0.0000, 0.0000, 0.0408 eV.
One value per record, in order, for calculated total energy: -55171.2376, -44236.3955, -133128.0129, -61272.8174 eV.